[1]
{"formula": "C36H99N9O9", "method": "the ωB97M-V functional and the def2-TZVPD basis", "elements": ["C", "C", "C", "O", "C", "N", "H", "H", "H", "H", "H", "H", "H", "H", "H", "H", "H", "C", "C", "C", "O", "C", "N", "H", "H", "H", "H", "H", "H", "H", "H", "H", "H", "H", "C", "C", "C", "O", "C", "N", "H", "H", "H", "H", "H", "H", "H", "H", "H", "H", "H", "C", "C", "C", "O", "C", "N", "H", "H", "H", "H", "H", "H", "H", "H", "H", "H", "H", "C", "C", "C", "O", "C", "N", "H", "H", "H", "H", "H", "H", "H", "H", "H", "H", "H", "C", "C", "C", "O", "C", "N", "H", "H", "H", "H", "H", "H", "H", "H", "H", "H", "H", "C", "C", "C", "O", "C", "N", "H", "H", "H", "H", "H", "H", "H", "H", "H", "H", "H", "C", "C", "C", "O", "C", "N", "H", "H", "H", "H", "H", "H", "H", "H", "H", "H", "H", "C", "C", "C", "O", "C", "N", "H", "H", "H", "H", "H", "H", "H", "H", "H", "H", "H"], "coordinates": [[-18.57, 17.32, 10.20], [-18.59, 18.77, 9.65], [-17.45, 19.08, 8.53], [-17.57, 18.12, 7.48], [-16.38, 17.91, 6.72], [-19.95, 19.05, 9.06], [-19.30, 17.24, 11.02], [-17.62, 17.05, 10.67], [-18.92, 16.68, 9.40], [-18.44, 19.45, 10.49], [-16.44, 19.11, 8.93], [-17.66, 20.04, 8.05], [-16.45, 17.48, 5.72], [-15.72, 17.26, 7.30], [-15.80, 18.83, 6.70], [-20.02, 18.53, 8.20], [-20.63, 18.63, 9.67], [-17.03, 16.44, -8.17], [-18.12, 16.86, -7.11], [-17.62, 16.57, -5.62], [-18.50, 17.15, -4.66], [-18.08, 16.82, -3.39], [-18.68, 18.16, -7.48], [-16.96, 15.35, -8.11], [-16.13, 16.98, -7.87], [-17.53, 16.80, -9.06], [-18.99, 16.24, -7.30], [-16.74, 17.21, -5.56], [-17.48, 15.51, -5.41], [-18.85, 17.18, -2.71], [-17.16, 17.31, -3.08], [-18.18, 15.76, -3.14], [-19.48, 18.24, -6.87], [-18.02, 18.83, -7.09], [-24.53, 16.34, -3.42], [-24.20, 17.15, -2.10], [-22.65, 17.38, -1.94], [-22.07, 16.07, -1.82], [-21.24, 15.97, -0.71], [-24.97, 18.34, -2.18], [-25.61, 16.26, -3.40], [-24.14, 15.32, -3.42], [-24.14, 16.82, -4.31], [-24.70, 16.51, -1.38], [-22.48, 18.04, -1.09], [-22.14, 17.91, -2.75], [-20.60, 15.09, -0.78], [-21.73, 15.75, 0.24], [-20.51, 16.78, -0.64], [-25.92, 18.01, -2.20], [-24.78, 18.89, -3.01], [-7.94, 13.43, 4.50], [-7.33, 14.69, 3.78], [-8.46, 15.56, 3.24], [-9.44, 14.88, 2.38], [-10.71, 15.55, 2.22], [-6.24, 15.33, 4.55], [-8.62, 12.84, 3.88], [-8.41, 13.61, 5.46], [-7.12, 12.81, 4.85], [-6.86, 14.33, 2.86], [-8.10, 16.48, 2.79], [-8.98, 16.06, 4.05], [-11.15, 14.97, 1.40], [-10.74, 16.56, 1.80], [-11.36, 15.38, 3.07], [-6.58, 15.87, 5.33], [-5.92, 16.14, 4.04], [-15.58, 20.18, 3.70], [-15.07, 20.47, 2.33], [-14.52, 21.88, 2.03], [-14.03, 22.01, 0.68], [-14.92, 21.72, -0.43], [-14.05, 19.46, 2.05], [-16.32, 20.95, 3.88], [-14.99, 20.45, 4.58], [-15.87, 19.13, 3.76], [-15.91, 20.44, 1.64], [-13.97, 22.29, 2.88], [-15.39, 22.52, 2.20], [-15.70, 22.42, -0.74], [-15.40, 20.75, -0.39], [-14.29, 21.73, -1.32], [-14.08, 18.89, 1.22], [-13.24, 20.05, 1.87], [-19.56, 18.70, 4.87], [-20.50, 17.59, 5.33], [-20.68, 16.50, 4.29], [-19.64, 15.50, 4.30], [-19.86, 14.61, 3.24], [-20.00, 16.99, 6.54], [-19.54, 19.54, 5.55], [-19.61, 19.04, 3.84], [-18.54, 18.32, 4.95], [-21.53, 17.90, 5.50], [-20.92, 16.85, 3.29], [-21.53, 15.96, 4.71], [-19.08, 13.84, 3.28], [-19.73, 15.02, 2.23], [-20.81, 14.09, 3.33], [-19.66, 16.06, 6.33], [-19.23, 17.51, 6.93], [-16.24, 13.22, -1.00], [-16.39, 12.41, -2.31], [-16.34, 10.91, -2.08], [-15.04, 10.60, -1.61], [-14.64, 9.24, -1.46], [-17.62, 12.76, -2.87], [-15.43, 12.96, -0.32], [-17.02, 13.01, -0.27], [-16.24, 14.30, -1.16], [-15.66, 12.65, -3.09], [-16.63, 10.31, -2.94], [-16.93, 10.59, -1.22], [-15.21, 8.79, -0.65], [-13.56, 9.25, -1.31], [-14.89, 8.53, -2.25], [-17.71, 13.73, -3.12], [-17.94, 12.29, -3.71], [-16.09, 12.27, 7.47], [-16.72, 13.23, 6.47], [-17.76, 14.07, 7.16], [-18.88, 13.28, 7.67], [-19.81, 12.63, 6.76], [-15.65, 14.00, 5.87], [-15.27, 11.78, 6.95], [-16.64, 11.37, 7.73], [-15.88, 12.78, 8.41], [-17.21, 12.65, 5.69], [-18.15, 14.75, 6.41], [-17.24, 14.51, 8.02], [-19.88, 13.17, 5.82], [-20.80, 12.52, 7.21], [-19.50, 11.61, 6.51], [-14.89, 13.44, 5.51], [-16.06, 14.40, 5.04], [-14.61, 15.89, 2.35], [-16.02, 16.41, 2.72], [-16.78, 17.04, 1.53], [-18.01, 17.66, 1.83], [-18.59, 18.39, 0.77], [-16.79, 15.35, 3.27], [-14.52, 15.35, 1.41], [-14.09, 15.32, 3.11], [-14.06, 16.75, 1.96], [-15.92, 17.15, 3.51], [-16.89, 16.38, 0.67], [-16.13, 17.83, 1.16], [-18.60, 17.76, -0.12], [-18.06, 19.31, 0.52], [-19.63, 18.46, 1.08], [-17.09, 14.75, 2.52], [-17.65, 15.74, 3.63]], "e_above_lowest_ev": 6.674, "e_lumo_ev": 0.197, "homo_ev": -8.7, "gap_ev": 8.85, "smiles": "COC[C@H](C)N.COC[C@H](C)N.COC[C@H](C)N.COC[C@H](C)N.COC[C@H](C)N.COC[C@H](C)N.COC[C@H](C)N.COC[C@H](C)N.COC[C@H](C)N", "total_charge": 0, "total_energy_ha": -2600.589167, "spin_multiplicity": 1}



[2]
{"formula": "C36H99N9O9", "method": "the ωB97M-V functional and the def2-TZVPD basis", "elements": ["C", "C", "C", "O", "C", "N", "H", "H", "H", "H", "H", "H", "H", "H", "H", "H", "H", "C", "C", "C", "O", "C", "N", "H", "H", "H", "H", "H", "H", "H", "H", "H", "H", "H", "C", "C", "C", "O", "C", "N", "H", "H", "H", "H", "H", "H", "H", "H", "H", "H", "H", "C", "C", "C", "O", "C", "N", "H", "H", "H", "H", "H", "H", "H", "H", "H", "H", "H", "C", "C", "C", "O", "C", "N", "H", "H", "H", "H", "H", "H", "H", "H", "H", "H", "H", "C", "C", "C", "O", "C", "N", "H", "H", "H", "H", "H", "H", "H", "H", "H", "H", "H", "C", "C", "C", "O", "C", "N", "H", "H", "H", "H", "H", "H", "H", "H", "H", "H", "H", "C", "C", "C", "O", "C", "N", "H", "H", "H", "H", "H", "H", "H", "H", "H", "H", "H", "C", "C", "C", "O", "C", "N", "H", "H", "H", "H", "H", "H", "H", "H", "H", "H", "H"], "coordinates": [[0.33, -8.17, 6.52], [0.87, -6.81, 6.10], [-0.04, -6.14, 5.02], [0.68, -5.09, 4.42], [-0.11, -4.03, 3.88], [0.83, -6.00, 7.30], [-0.73, -8.14, 6.78], [0.90, -8.46, 7.40], [0.39, -8.97, 5.78], [1.91, -6.81, 5.76], [-0.95, -5.77, 5.49], [-0.31, -6.87, 4.27], [0.42, -3.57, 3.04], [-0.40, -3.38, 4.70], [-1.02, -4.45, 3.46], [-0.10, -5.69, 7.51], [1.27, -5.18, 6.91], [3.55, 1.82, -4.90], [3.60, 0.37, -5.24], [2.16, -0.10, -5.63], [1.30, -0.16, -4.48], [0.06, -0.84, -4.66], [4.52, 0.24, -6.39], [2.91, 1.88, -4.02], [3.20, 2.46, -5.71], [4.46, 2.28, -4.51], [3.90, -0.22, -4.38], [2.12, -1.09, -6.07], [1.73, 0.46, -6.46], [-0.46, -0.37, -5.50], [-0.56, -0.67, -3.78], [0.20, -1.91, -4.83], [5.42, 0.61, -6.10], [4.19, 0.77, -7.18], [-0.09, 3.22, -5.48], [-1.48, 3.56, -4.86], [-2.45, 2.36, -4.88], [-2.49, 1.74, -6.21], [-3.31, 0.61, -6.24], [-1.28, 3.93, -3.50], [0.64, 4.03, -5.40], [-0.18, 2.87, -6.51], [0.20, 2.37, -4.86], [-1.92, 4.41, -5.39], [-3.48, 2.68, -4.68], [-2.10, 1.65, -4.14], [-4.31, 0.98, -6.03], [-2.93, -0.06, -5.47], [-3.34, 0.10, -7.20], [-0.82, 3.16, -3.05], [-2.22, 3.96, -3.14], [3.45, -2.55, -2.71], [2.84, -3.80, -3.46], [1.49, -4.11, -2.82], [1.80, -4.41, -1.51], [0.64, -4.57, -0.72], [2.72, -3.52, -4.88], [4.41, -2.44, -3.20], [3.61, -2.63, -1.63], [2.83, -1.66, -2.86], [3.42, -4.70, -3.30], [0.97, -4.90, -3.38], [0.92, -3.19, -2.91], [-0.07, -3.75, -0.64], [0.88, -4.77, 0.32], [0.10, -5.39, -1.19], [2.42, -2.56, -5.02], [3.66, -3.39, -5.23], [-5.63, 3.50, 1.71], [-4.51, 2.69, 2.23], [-3.14, 2.98, 1.46], [-2.77, 4.34, 1.59], [-1.57, 4.66, 0.92], [-4.48, 3.00, 3.62], [-6.61, 3.20, 2.09], [-5.79, 3.27, 0.66], [-5.47, 4.57, 1.81], [-4.76, 1.63, 2.17], [-3.31, 2.68, 0.43], [-2.28, 2.50, 1.92], [-0.65, 4.34, 1.41], [-1.62, 5.75, 0.94], [-1.57, 4.32, -0.11], [-5.38, 2.90, 4.08], [-4.17, 3.94, 3.78], [-2.81, 3.37, 7.15], [-1.63, 2.43, 6.81], [-1.14, 2.77, 5.36], [0.09, 2.13, 4.96], [0.02, 0.77, 4.64], [-0.54, 2.70, 7.78], [-3.68, 3.25, 6.51], [-2.64, 4.44, 6.99], [-3.24, 3.28, 8.15], [-1.88, 1.37, 6.74], [-0.92, 3.84, 5.38], [-1.93, 2.56, 4.64], [-0.25, 0.05, 5.42], [0.87, 0.42, 4.06], [-0.84, 0.69, 3.97], [0.31, 2.46, 7.29], [-0.48, 3.62, 8.20], [-5.05, -4.34, 1.81], [-4.04, -3.81, 0.90], [-2.73, -3.72, 1.60], [-2.73, -2.67, 2.58], [-2.74, -1.28, 2.17], [-3.94, -4.70, -0.27], [-6.06, -4.35, 1.40], [-4.94, -3.80, 2.74], [-4.85, -5.34, 2.21], [-4.34, -2.80, 0.62], [-1.91, -3.47, 0.93], [-2.50, -4.70, 2.04], [-2.12, -1.14, 1.28], [-2.37, -0.67, 2.99], [-3.69, -0.85, 1.83], [-4.89, -4.89, -0.54], [-3.64, -5.62, 0.04], [5.25, 1.87, -0.81], [5.61, 3.13, -1.53], [4.56, 4.20, -1.43], [3.31, 3.87, -2.01], [2.36, 4.98, -1.82], [6.90, 3.60, -1.15], [5.03, 2.03, 0.24], [6.01, 1.08, -0.77], [4.36, 1.40, -1.24], [5.75, 2.95, -2.60], [4.88, 5.05, -2.04], [4.55, 4.46, -0.37], [2.76, 5.83, -2.37], [2.30, 5.22, -0.76], [1.40, 4.71, -2.26], [6.90, 3.95, -0.20], [6.99, 4.42, -1.73], [0.77, 2.36, -0.04], [1.13, 1.30, -1.06], [0.18, 0.03, -0.90], [0.27, -0.62, 0.38], [1.57, -0.84, 0.86], [0.96, 1.85, -2.39], [1.47, 3.19, -0.07], [0.83, 1.92, 0.96], [-0.23, 2.73, -0.29], [2.17, 0.99, -0.99], [0.40, -0.59, -1.77], [-0.84, 0.38, -1.04], [1.48, -1.59, 1.65], [1.84, 0.07, 1.40], [2.36, -1.15, 0.18], [1.67, 2.56, -2.33], [1.23, 1.15, -3.07]], "e_above_lowest_ev": 4.103, "e_lumo_ev": 0.435, "homo_ev": -8.7, "gap_ev": 9.14, "smiles": "COC[C@H](C)N.COC[C@H](C)N.COC[C@H](C)N.COC[C@H](C)N.COC[C@H](C)N.COC[C@H](C)N.COC[C@H](C)N.COC[C@H](C)N.COC[C@H](C)N", "total_charge": 0, "total_energy_ha": -2600.683669, "spin_multiplicity": 1}



[3]
{"formula": "C37H100N2O14", "method": "the ωB97M-V functional and the def2-TZVPD basis", "elements": ["C", "C", "C", "C", "C", "C", "N", "O", "C", "C", "C", "H", "H", "H", "H", "H", "H", "H", "H", "H", "H", "H", "H", "H", "H", "H", "H", "H", "H", "H", "C", "C", "C", "C", "C", "C", "N", "O", "C", "C", "C", "H", "H", "H", "H", "H", "H", "H", "H", "H", "H", "H", "H", "H", "H", "H", "H", "H", "H", "H", "C", "C", "O", "H", "H", "H", "H", "H", "H", "C", "C", "O", "H", "H", "H", "H", "H", "H", "C", "C", "O", "H", "H", "H", "H", "H", "H", "C", "C", "O", "H", "H", "H", "H", "H", "H", "C", "C", "O", "H", "H", "H", "H", "H", "H", "C", "C", "O", "H", "H", "H", "H", "H", "H", "C", "C", "O", "H", "H", "H", "H", "H", "H", "C", "O", "H", "H", "H", "H", "C", "O", "H", "H", "H", "H", "C", "O", "H", "H", "H", "H", "C", "O", "H", "H", "H", "H", "C", "O", "H", "H", "H", "H"], "coordinates": [[4.38, -0.82, -1.56], [5.45, -1.70, -2.29], [5.10, -3.16, -1.90], [5.80, -4.26, -2.66], [5.44, -4.06, -4.10], [5.58, -2.60, -4.71], [5.24, -1.56, -3.74], [5.45, -0.28, -4.25], [7.01, -2.37, -5.25], [4.65, -2.52, -5.87], [6.86, -1.37, -1.66], [3.36, -1.08, -1.84], [4.54, 0.24, -1.78], [4.47, -0.91, -0.48], [5.40, -3.32, -0.86], [4.04, -3.36, -1.99], [5.61, -5.27, -2.30], [6.88, -4.19, -2.51], [4.44, -4.44, -4.29], [6.13, -4.70, -4.66], [7.28, -3.19, -5.92], [7.17, -1.42, -5.76], [7.68, -2.27, -4.39], [3.62, -2.73, -5.61], [4.57, -1.51, -6.27], [4.96, -3.20, -6.67], [6.95, -0.29, -1.71], [7.70, -1.87, -2.16], [6.95, -1.60, -0.60], [4.61, 0.17, -4.21], [-1.56, 1.14, 8.13], [-1.62, 0.20, 6.88], [-3.08, -0.25, 6.56], [-3.83, 0.96, 5.84], [-3.00, 1.42, 4.53], [-1.53, 1.81, 4.80], [-0.92, 0.76, 5.66], [0.48, 0.89, 5.78], [-0.89, 1.83, 3.44], [-1.43, 3.25, 5.38], [-0.93, -1.18, 7.18], [-1.65, 0.60, 9.06], [-2.35, 1.89, 8.07], [-0.64, 1.73, 8.17], [-3.11, -1.11, 5.89], [-3.65, -0.51, 7.45], [-4.14, 1.75, 6.51], [-4.78, 0.67, 5.40], [-3.50, 2.28, 4.07], [-2.99, 0.69, 3.72], [-0.72, 0.80, 3.14], [-1.38, 2.24, 2.56], [0.12, 2.23, 3.59], [-1.74, 3.36, 6.42], [-0.41, 3.58, 5.59], [-2.14, 3.97, 4.97], [-1.23, -1.53, 8.17], [0.15, -1.16, 7.31], [-1.08, -2.01, 6.49], [0.62, 1.62, 6.40], [0.57, -1.77, -4.59], [1.17, -2.62, -3.49], [0.51, -2.36, -2.32], [0.48, -0.73, -4.28], [-0.44, -2.08, -4.84], [1.24, -1.77, -5.45], [2.20, -2.30, -3.35], [1.07, -3.69, -3.68], [1.04, -2.76, -1.63], [-6.21, -1.09, -1.64], [-4.75, -1.36, -1.80], [-4.43, -1.93, -3.06], [-6.44, -0.53, -2.55], [-6.52, -0.57, -0.73], [-6.74, -2.04, -1.70], [-4.42, -2.02, -1.01], [-4.19, -0.43, -1.71], [-3.72, -2.56, -2.88], [-3.13, 3.36, -2.56], [-1.88, 3.98, -3.28], [-1.03, 4.26, -2.26], [-3.87, 3.13, -3.32], [-3.59, 4.04, -1.83], [-2.95, 2.40, -2.08], [-2.07, 4.96, -3.70], [-1.44, 3.33, -4.04], [-0.53, 5.07, -2.39], [3.02, 1.09, 2.97], [2.41, 1.25, 1.52], [2.00, 2.56, 1.31], [3.61, 0.18, 3.12], [2.30, 1.19, 3.78], [3.80, 1.85, 3.01], [1.64, 0.53, 1.25], [3.19, 1.10, 0.77], [1.35, 2.59, 0.60], [-1.19, 0.35, -0.37], [-0.05, 0.92, -1.24], [0.17, 2.30, -0.81], [-0.78, 0.27, 0.64], [-1.47, -0.68, -0.58], [-2.11, 0.94, -0.32], [-0.41, 0.94, -2.27], [0.89, 0.38, -1.25], [-0.42, 2.87, -1.32], [-1.22, 5.08, 1.17], [-1.87, 6.31, 1.69], [-2.48, 6.08, 2.97], [-2.00, 4.36, 0.94], [-0.36, 4.70, 1.72], [-0.79, 5.33, 0.20], [-2.66, 6.70, 1.05], [-1.18, 7.16, 1.72], [-1.74, 6.13, 3.58], [-3.65, -2.72, 2.79], [-2.24, -2.24, 3.09], [-1.56, -3.09, 3.98], [-4.10, -1.96, 2.14], [-4.35, -2.88, 3.61], [-3.54, -3.66, 2.26], [-2.43, -1.37, 3.72], [-1.70, -2.02, 2.18], [-0.74, -2.69, 4.28], [1.66, -2.22, 0.62], [2.03, -3.24, -0.29], [1.60, -2.63, 1.63], [2.46, -1.48, 0.61], [0.72, -1.79, 0.26], [2.71, -3.76, 0.15], [-4.94, 1.69, 0.79], [-5.50, 2.95, 0.42], [-5.33, 1.39, 1.76], [-5.19, 0.86, 0.12], [-3.85, 1.77, 0.87], [-5.18, 3.66, 0.97], [2.48, 1.68, -3.85], [3.31, 1.53, -4.98], [3.00, 1.95, -2.93], [1.57, 2.28, -3.92], [2.04, 0.73, -3.55], [2.77, 1.01, -5.58], [-2.73, 0.45, -4.61], [-4.17, 0.41, -4.66], [-2.38, 1.10, -5.41], [-2.53, 0.83, -3.61], [-2.31, -0.55, -4.64], [-4.45, -0.45, -4.34], [-2.08, -3.86, -1.21], [-1.95, -3.37, -2.49], [-1.53, -3.27, -0.47], [-3.10, -4.07, -0.87], [-1.59, -4.83, -1.21], [-1.16, -2.82, -2.47]], "e_above_lowest_ev": 1.362, "e_lumo_ev": 0.278, "homo_ev": -8.1, "gap_ev": 8.34, "total_charge": 0, "total_energy_ha": -2632.279611, "spin_multiplicity": 1}